Model a:
{
  "formula": "FH14O7",
  "method": "wB97M-V/def2-TZVPD",
  "lumo_energy_ev": 3.29,
  "homo_lumo_gap_ev": 10.210,
  "mol_weight_g_mol": 145.1,
  "charge": -1,
  "symbols": ["F", "O", "O", "O", "O", "O", "O", "O", "H", "H", "H", "H", "H", "H", "H", "H", "H", "H", "H", "H", "H", "H"],
  "xyz": [[5.912, -3.592, 11.332], [8.704, -3.539, 11.746], [5.777, -5.980, 10.245], [7.350, -0.943, 11.085], [5.793, -2.320, 8.464], [3.349, -4.246, 12.406], [6.102, -5.812, 13.297], [5.092, -1.269, 12.508], [5.354, -6.403, 10.999], [6.165, -5.241, 12.508], [7.736, -3.614, 11.595], [5.219, -3.091, 8.454], [6.506, -1.209, 11.531], [5.512, -1.516, 13.338], [5.814, -5.022, 10.493], [7.952, -1.674, 11.271], [6.249, -2.370, 9.321], [2.961, -4.408, 11.542], [4.968, -2.123, 12.039], [8.851, -4.003, 12.575], [6.725, -6.527, 13.132], [4.301, -4.387, 12.270]],
  "nbo_charge": [-0.897, -0.989, -1.001, -1.007, -0.967, -0.963, -0.972, -0.963, 0.455, 0.496, 0.512, 0.460, 0.490, 0.467, 0.507, 0.474, 0.503, 0.460, 0.519, 0.461, 0.461, 0.493]
}

---

Model b:
{
  "formula": "FH14O7",
  "method": "wB97M-V/def2-TZVPD",
  "lumo_energy_ev": 3.45,
  "homo_lumo_gap_ev": 10.529,
  "mol_weight_g_mol": 145.1,
  "charge": -1,
  "symbols": ["F", "O", "O", "O", "O", "O", "O", "O", "H", "H", "H", "H", "H", "H", "H", "H", "H", "H", "H", "H", "H", "H"],
  "xyz": [[0.168, 0.119, -0.015], [2.550, -0.969, 1.179], [2.129, -0.126, -1.986], [-0.924, 2.324, -0.283], [-2.227, -0.721, 0.891], [-1.547, -0.019, -1.946], [0.110, 0.674, 2.429], [-0.102, -2.640, -0.282], [-0.986, -2.449, -0.522], [0.745, 1.315, 2.209], [3.294, -0.424, 0.886], [-1.435, -0.415, 0.401], [-2.323, 0.454, -1.702], [-0.902, 0.182, -1.295], [1.585, 0.000, -2.769], [0.201, -1.795, 0.052], [1.847, -0.354, 0.893], [-0.588, 2.873, 0.479], [-0.323, 1.562, -0.110], [1.400, -0.031, -1.402], [-0.111, 0.391, 1.535], [-2.565, 0.040, 1.361]],
  "nbo_charge": [-0.831, -0.942, -0.954, -0.987, -0.979, -0.970, -0.962, -0.957, 0.464, 0.439, 0.450, 0.487, 0.465, 0.480, 0.456, 0.485, 0.483, 0.447, 0.488, 0.486, 0.487, 0.464]
}

---

model a has the most favorable energy; the next structure is 64.2 kJ/mol above.

---

Model a:
{
  "formula": "CH2F3N3",
  "method": "wB97M-V/def2-TZVPD",
  "lumo_energy_ev": [-0.42, -0.77],
  "homo_lumo_gap_ev": [9.616, 7.587],
  "mol_weight_g_mol": 113.0,
  "charge": 0,
  "symbols": ["F", "F", "F", "N", "N", "N", "C", "H", "H"],
  "xyz": [[-0.684, 1.816, 1.261], [-2.179, 0.404, 0.754], [-0.455, -2.443, 0.507], [0.574, -1.773, -0.091], [1.062, 0.504, -0.921], [-1.062, 0.504, 1.456], [0.589, -0.543, -0.319], [0.370, 1.222, -1.008], [1.785, 0.309, -1.640]],
  "nbo_charge": [-0.255, -0.204, -0.216, -0.146, -0.830, 0.392, 0.430, 0.422, 0.408]
}

---

Model b:
{
  "formula": "CH2F3N3",
  "method": "wB97M-V/def2-TZVPD",
  "lumo_energy_ev": 0.44,
  "homo_lumo_gap_ev": 11.280,
  "mol_weight_g_mol": 113.0,
  "charge": 0,
  "smiles": "[H]/N=C(/NF)N(F)F",
  "symbols": ["F", "F", "F", "N", "N", "N", "C", "H", "H"],
  "xyz": [[0.638, 0.487, 2.663], [-0.937, -1.918, 0.074], [1.569, 1.771, 1.283], [1.314, 0.440, 1.529], [-0.029, -1.557, 1.078], [0.865, 0.044, -0.807], [0.743, -0.132, 0.412], [-0.618, -1.072, 1.682], [1.379, 0.938, -1.079]],
  "nbo_charge": [-0.175, -0.247, -0.215, 0.257, -0.178, -0.610, 0.458, 0.323, 0.387]
}

---

model b has the most favorable energy; the next structure is 138.9 kJ/mol above.

---

Model a:
{
  "formula": "C2H11N2O2",
  "method": "wB97M-V/def2-TZVPD",
  "lumo_energy_ev": -3.09,
  "homo_lumo_gap_ev": 9.116,
  "mol_weight_g_mol": 95.1,
  "charge": 1,
  "symbols": ["O", "O", "N", "N", "C", "C", "H", "H", "H", "H", "H", "H", "H", "H", "H", "H", "H"],
  "xyz": [[2.249, 0.521, 2.127], [1.473, -2.647, 0.056], [0.175, -0.060, 0.046], [-2.505, 1.619, -1.684], [-1.597, 1.410, -0.727], [-1.269, 0.149, -0.263], [2.335, -2.650, -0.371], [-3.225, 0.953, -1.949], [3.056, 0.359, 1.645], [1.308, -3.568, 0.290], [-1.389, 2.276, -0.097], [2.399, 0.173, 3.012], [0.633, 0.335, 0.882], [-2.866, 2.557, -1.808], [0.607, 0.344, -0.791], [0.505, -1.036, -0.017], [-1.889, -0.734, -0.353]],
  "nbo_charge": [-0.966, -0.973, -0.717, -0.738, 0.044, -0.264, 0.492, 0.408, 0.483, 0.505, 0.231, 0.498, 0.464, 0.403, 0.427, 0.475, 0.227]
}

---

Model b:
{
  "formula": "C2H11N2O2",
  "method": "wB97M-V/def2-TZVPD",
  "lumo_energy_ev": -3.25,
  "homo_lumo_gap_ev": 8.903,
  "mol_weight_g_mol": 95.1,
  "charge": 1,
  "symbols": ["O", "O", "N", "N", "C", "C", "H", "H", "H", "H", "H", "H", "H", "H", "H", "H", "H"],
  "xyz": [[-2.133, -0.830, 1.342], [3.801, 0.420, 0.746], [0.672, -0.144, 0.687], [-2.137, 0.291, -1.262], [-0.694, 0.075, -1.560], [0.353, 0.251, -0.642], [-2.301, 0.456, -0.300], [1.714, -0.175, 0.869], [-2.748, -1.534, 1.440], [-2.197, 1.131, -1.860], [0.096, -0.413, 1.391], [4.606, -0.032, 1.085], [1.167, 0.610, -1.250], [-2.101, -0.367, 2.239], [-0.436, -0.280, -2.515], [3.933, 1.273, 1.139], [-2.773, -0.366, -1.705]],
  "nbo_charge": [-0.984, -0.954, -0.784, -0.687, -0.289, 0.078, 0.462, 0.446, 0.497, 0.450, 0.399, 0.487, 0.231, 0.500, 0.238, 0.477, 0.432]
}

---

model a has the most favorable energy; the next structure is 87.5 kJ/mol above.

---

Model a:
{
  "formula": "H4O2Rb",
  "method": "wB97M-V/def2-TZVPD",
  "lumo_energy_ev": -4.10,
  "homo_lumo_gap_ev": 10.664,
  "mol_weight_g_mol": 121.5,
  "charge": 1,
  "symbols": ["Rb", "O", "O", "H", "H", "H", "H"],
  "xyz": [[4.216, 2.730, 5.779], [4.876, -0.847, 8.200], [2.689, 5.926, 3.192], [4.744, -1.652, 7.700], [2.872, 6.512, 2.457], [1.916, 5.432, 2.919], [4.835, -1.124, 9.116]],
  "nbo_charge": [0.999, -0.960, -0.955, 0.477, 0.484, 0.471, 0.483]
}

---

Model b:
{
  "formula": "H4O2Rb",
  "method": "wB97M-V/def2-TZVPD",
  "lumo_energy_ev": -3.69,
  "homo_lumo_gap_ev": 12.324,
  "mol_weight_g_mol": 121.5,
  "charge": 1,
  "symbols": ["Rb", "O", "O", "H", "H", "H", "H"],
  "xyz": [[0.084, -0.261, -0.461], [-2.055, 1.494, -1.408], [1.978, -1.597, 1.332], [-2.754, 1.886, -0.867], [1.774, -1.670, 2.274], [2.859, -1.984, 1.243], [-1.886, 2.133, -2.113]],
  "nbo_charge": [0.996, -0.990, -0.991, 0.497, 0.493, 0.499, 0.495]
}

---

model b has the most favorable energy; the next structure is 66.9 kJ/mol above.